No. 1
Here is the ion C5H8N3 with charge +1 in a non-equilibrium geometry from OMol25. Energies are from the ωB97M-V functional and the def2-TZVPD basis.

Values from the calculation:
relative energy (zero: lowest compared OMol25 entry of this formula, charge and spin)	2.090	eV
electronic energy	-359.1026	hartree
LUMO energy (spin up / spin down)	-3.848 / -6.978	eV
frontier orbital gap (spin up / spin down)	8.0 / 6.5	eV
<S²>	2.042
M	110.140	u
E_HOMO (spin up / spin down)	-11.9 / -13.5	eV
strongest force on any atom	3.90	eV Å⁻¹

```
! wB97M-V def2-TZVPD RIJCOSX def2/J DEFGRID3
* xyz 1 3
C 0.289 0.444 1.621
C -0.609 1.061 0.822
C 1.744 -2.239 -0.316
C -1.493 2.740 -0.912
C -1.555 1.616 0.077
N 1.061 -0.577 1.258
N 1.226 -1.250 0.257
N 1.331 -3.469 -0.247
H 0.390 0.969 2.584
H -1.170 3.550 -0.319
H -2.396 3.111 -1.454
H -0.805 2.604 -1.876
H 2.673 -2.088 -0.895
H -2.548 1.135 0.316
H 1.508 -4.014 -1.145
H 0.353 -3.594 0.231
*
```

Löwdin population analysis, charges in e, atoms 1 to 8:
1 C -0.1206
2 C 0.0269
3 C -0.2072
4 C -0.0963
5 C -0.1315
6 N 0.1430
7 N 0.1101
8 N 0.1891

***

No. 2
Here is a structure of composition C12H30BCoF4N2O4 in a non-equilibrium geometry from OMol25. Energies are from the ωB97M-V functional and the def2-TZVPD basis.

Values from the calculation:
relative energy (zero: lowest compared OMol25 entry of this formula, charge and spin)	0.210	eV
electronic energy	-2692.7796	hartree
LUMO energy (spin up / spin down)	-2.665 / -2.704	eV
frontier orbital gap (spin up / spin down)	10.3 / 10.3	eV
<S²>	3.755
M	412.119	u
E_HOMO (spin up / spin down)	-13.0 / -13.0	eV
strongest force on any atom	1.83	eV Å⁻¹

```
! wB97M-V def2-TZVPD RIJCOSX def2/J DEFGRID3
* xyz 1 4
Co 0.259 -0.397 -0.017
B 2.896 -0.046 -1.580
F 2.127 -1.066 -2.161
F 2.079 0.419 -0.429
F 4.070 -0.531 -1.055
F 3.024 1.027 -2.432
C 0.530 -3.481 -0.848
O -0.083 -2.205 -1.003
C -0.884 -2.090 -2.188
C -0.780 -0.677 -2.749
N -0.798 0.396 -1.682
C -0.289 1.657 -2.335
C 0.006 2.721 -1.308
O -1.119 2.975 -0.460
C -2.078 3.818 -1.069
H -0.200 -4.287 -0.920
H 1.013 -3.507 0.127
H 1.324 -3.610 -1.587
H -1.915 -2.336 -1.910
H -0.537 -2.788 -2.949
H -1.641 -0.509 -3.401
H 0.137 -0.581 -3.319
H -1.782 0.654 -1.663
H -1.027 2.014 -3.061
H 0.620 1.463 -2.907
H 0.294 3.648 -1.814
H 0.810 2.397 -0.654
H -2.877 3.971 -0.344
H -2.540 3.348 -1.945
H -1.628 4.784 -1.308
C 1.427 1.942 1.996
O 0.338 1.281 1.385
C -0.759 1.168 2.296
C -1.906 0.512 1.605
N -1.602 -0.822 1.001
C -1.342 -1.885 1.981
C 0.091 -1.981 2.542
O 1.026 -1.444 1.598
C 2.389 -1.579 2.018
H 1.896 1.318 2.765
H 1.119 2.904 2.407
H 2.197 2.136 1.250
H -1.083 2.169 2.593
H -0.436 0.632 3.193
H -2.287 1.147 0.803
H -2.756 0.435 2.299
H -2.436 -1.073 0.484
H -1.503 -2.838 1.469
H -2.069 -1.901 2.799
H 0.288 -3.044 2.693
H 0.211 -1.436 3.479
H 2.709 -2.615 1.893
H 2.482 -1.254 3.054
H 2.997 -0.955 1.368
*
```

Löwdin population analysis, charges in e, atoms 1 to 8:
1 Co 0.8292
2 B -1.2027
3 F 0.1320
4 F 0.0171
5 F 0.1688
6 F 0.1659
7 C -0.0376
8 O -0.2906

***

No. 3
Here is a cluster of 2 separate species, CH6NO2 in total from OMol25. Energies are from the ωB97M-V functional and the def2-TZVPD basis.

Values from the calculation:
relative energy (zero: lowest compared OMol25 entry of this formula, charge and spin)	0.142	eV
electronic energy	-246.9440	hartree
LUMO energy	4.715	eV
frontier orbital gap	8.2	eV
M	64.064	u
E_HOMO	-3.5	eV
strongest force on any atom	0.75	eV Å⁻¹

```
! wB97M-V def2-TZVPD RIJCOSX def2/J DEFGRID3
* xyz -1 1
O 0.568 -0.169 -2.055
H -0.205 -0.584 -0.910
N 0.608 0.490 1.585
C -0.600 0.410 0.741
O -0.703 -0.763 0.005
H 1.383 0.234 0.977
H 0.526 -0.244 2.277
H -0.595 1.263 0.069
H -1.465 0.464 1.411
H 0.055 0.522 -2.492
*
```

Löwdin population analysis, charges in e, atoms 1 to 8:
1 O -0.4727
2 H -0.0342
3 N -0.0156
4 C -0.4381
5 O -0.1799
6 H 0.0519
7 H 0.0336
8 H 0.0886

***

No. 4
Here is a cluster of 2 separate species, C60H72F5N4O in total in a non-equilibrium geometry from OMol25. Energies are from the ωB97M-V functional and the def2-TZVPD basis.

Values from the calculation:
relative energy (zero: lowest compared OMol25 entry of this formula, charge and spin)	1.342	eV
electronic energy	-3122.7534	hartree
LUMO energy	-4.266	eV
frontier orbital gap	5.5	eV
M	960.253	u
E_HOMO	-9.7	eV
strongest force on any atom	4.83	eV Å⁻¹

```
! wB97M-V def2-TZVPD RIJCOSX def2/J DEFGRID3
* xyz 1 1
C -7.135 2.129 1.560
N -6.214 1.118 1.097
C -6.253 -0.162 1.577
O -6.922 -0.560 2.524
C -5.240 -0.972 0.757
C -5.962 -1.859 -0.254
C -6.978 -2.736 0.414
C -8.342 -2.442 0.372
F -8.756 -1.344 -0.320
C -9.285 -3.173 1.087
F -10.586 -2.818 1.073
C -8.865 -4.259 1.858
F -9.758 -4.960 2.580
C -7.514 -4.605 1.889
F -7.103 -5.648 2.637
C -6.594 -3.844 1.171
F -5.273 -4.156 1.268
N -4.417 0.101 0.188
C -3.245 -0.195 -0.429
C -2.433 0.703 -1.117
C -1.127 0.451 -1.639
C -0.975 1.167 -2.936
C -0.889 0.486 -4.167
C -0.737 1.182 -5.359
C -0.714 2.581 -5.356
C -0.865 3.274 -4.151
C -1.016 2.575 -2.952
C -5.182 1.363 0.092
C -5.822 1.510 -1.301
C -4.400 2.628 0.449
H -7.932 1.650 2.137
H -6.622 2.858 2.200
H -7.569 2.663 0.706
H -4.635 -1.606 1.427
H -6.466 -1.228 -0.997
H -5.210 -2.478 -0.762
H -2.952 -1.251 -0.358
H -2.920 1.629 -1.442
H -0.794 -0.591 -1.577
H -0.926 -0.607 -4.166
H -0.627 0.631 -6.297
H -0.587 3.127 -6.294
H -0.867 4.366 -4.142
H -1.148 3.113 -2.007
H -6.683 0.837 -1.400
H -6.172 2.541 -1.432
H -5.091 1.280 -2.085
H -3.985 2.549 1.462
H -3.589 2.814 -0.257
H -5.081 3.488 0.410
C -0.854 -0.708 1.678
C -0.703 0.230 2.849
C -2.091 0.562 3.415
C 0.077 -0.440 3.982
C -0.012 1.505 2.304
C -0.807 2.620 2.016
C -0.274 3.890 2.189
C 1.072 4.011 2.528
C 1.958 2.934 2.452
C 3.453 3.241 2.803
C 4.401 2.683 1.757
C 3.786 2.728 4.209
C 3.746 4.750 2.823
C 1.393 1.653 2.126
N 2.161 0.559 1.572
C 3.084 -0.230 2.393
C 3.915 -0.974 1.396
N 3.174 -0.839 0.135
C 3.658 -1.656 -0.967
C 3.300 -3.034 -1.008
C 2.313 -3.802 -0.075
C 1.491 -4.824 -0.881
C 1.294 -2.918 0.611
C 3.125 -4.577 0.970
C 3.920 -3.867 -1.941
C 4.718 -3.355 -2.947
C 5.096 -2.025 -2.884
C 4.686 -1.186 -1.845
C 5.540 0.119 -1.725
C 6.008 0.617 -3.104
C 6.787 -0.197 -0.890
C 4.796 1.290 -1.132
C 2.103 0.034 0.282
C 1.120 0.382 -0.715
C 1.622 0.237 -2.096
C 1.596 -1.010 -2.746
C 2.103 -1.139 -4.034
C 2.637 -0.029 -4.694
C 2.583 1.232 -4.093
C 2.039 1.372 -2.821
H 0.098 -0.831 1.165
H -1.251 -1.690 1.969
H -1.512 -0.259 0.935
H -2.013 1.347 4.179
H -2.794 0.885 2.639
H -2.527 -0.327 3.891
H 0.438 0.309 4.699
H -0.579 -1.139 4.520
H 0.921 -1.027 3.613
H -1.857 2.511 1.738
H -0.905 4.776 2.119
H 1.431 4.996 2.825
H 4.123 3.056 0.765
H 5.432 3.008 1.964
H 4.406 1.594 1.741
H 3.238 3.319 4.956
H 3.513 1.679 4.367
H 4.861 2.842 4.404
H 3.269 5.250 3.672
H 4.828 4.910 2.922
H 3.427 5.229 1.891
H 3.675 0.405 3.058
H 2.545 -0.941 3.034
H 4.921 -0.540 1.283
H 4.055 -2.031 1.657
H 2.096 -5.663 -1.239
H 0.703 -5.247 -0.243
H 1.006 -4.347 -1.742
H 1.763 -2.254 1.341
H 0.730 -2.331 -0.123
H 0.572 -3.538 1.166
H 3.734 -3.910 1.592
H 2.450 -5.136 1.632
H 3.800 -5.290 0.481
H 3.755 -4.945 -1.909
H 5.078 -3.994 -3.754
H 5.764 -1.661 -3.664
H 5.163 0.681 -3.801
H 6.433 1.626 -3.007
H 6.792 -0.018 -3.531
H 6.527 -0.586 0.101
H 7.400 -0.954 -1.398
H 7.396 0.708 -0.756
H 4.316 1.029 -0.198
H 5.490 2.123 -0.953
H 4.014 1.638 -1.810
H 0.517 1.241 -0.406
H 1.154 -1.865 -2.228
H 2.103 -2.120 -4.518
H 3.071 -0.146 -5.691
H 2.940 2.117 -4.629
H 1.934 2.357 -2.353
*
```

Löwdin population analysis, charges in e, atoms 1 to 8:
1 C -0.0020
2 N -0.0290
3 C -0.3725
4 O 0.1030
5 C -0.1476
6 C -0.0437
7 C -0.0870
8 C -0.1340

***

No. 5
Here is a structure of composition C5H12O2 from OMol25. Energies are from the ωB97M-V functional and the def2-TZVPD basis.

Values from the calculation:
relative energy (zero: lowest compared OMol25 entry of this formula, charge and spin)	2.610	eV
electronic energy	-348.1089	hartree
LUMO energy	0.940	eV
frontier orbital gap	10.8	eV
M	104.149	u
E_HOMO	-9.8	eV
strongest force on any atom	0.48	eV Å⁻¹

```
! wB97M-V def2-TZVPD RIJCOSX def2/J DEFGRID3
* xyz 0 1
C 0.831 0.582 -3.067
C 0.091 -0.119 -1.947
O 1.046 -0.460 -0.956
C -0.637 -0.443 1.205
C -0.586 -0.516 2.720
O -0.536 0.917 2.820
C -0.035 0.965 1.479
H 1.685 -0.046 -3.339
H 1.225 1.535 -2.698
H 0.212 0.765 -3.949
H -0.369 -1.056 -2.282
H -0.725 0.500 -1.538
H -1.649 -0.348 0.800
H -0.102 -1.210 0.647
H -1.408 -0.971 3.273
H 0.375 -0.948 3.039
H 1.057 0.254 -0.309
H 1.071 1.000 1.504
H -0.392 1.845 0.928
*
```

Löwdin population analysis, charges in e, atoms 1 to 8:
1 C -0.0898
2 C -0.3256
3 O -0.1139
4 C -0.1355
5 C -0.1931
6 O -0.1157
7 C -0.2110
8 H 0.0776

***

No. 6
Here is a cluster of 2 separate species, C6H14ClNO in total in a non-equilibrium geometry from OMol25. Energies are from the ωB97M-V functional and the def2-TZVPD basis.

Values from the calculation:
relative energy (zero: lowest compared OMol25 entry of this formula, charge and spin)	1.971	eV
electronic energy	-827.1088	hartree
LUMO energy	0.424	eV
frontier orbital gap	8.2	eV
M	151.637	u
E_HOMO	-7.8	eV
strongest force on any atom	5.25	eV Å⁻¹

```
! wB97M-V def2-TZVPD RIJCOSX def2/J DEFGRID3
* xyz 0 1
C -2.551 -1.947 -0.663
C 0.605 -0.296 1.657
C 1.994 1.686 0.271
C 0.072 2.041 -1.390
C -1.334 -1.588 0.246
C 0.115 0.334 0.369
N 0.622 1.386 -0.231
O -0.865 -0.282 -0.179
Cl 2.755 -1.574 -0.298
H -3.091 -2.775 -0.387
H -3.347 -1.205 -0.695
H -2.165 -2.014 -1.631
H -0.154 -0.871 2.237
H 1.498 -0.926 1.292
H 1.167 0.334 2.283
H 2.553 0.818 0.615
H 2.533 1.925 -0.719
H 2.108 2.443 0.932
H -0.970 1.930 -1.420
H 0.395 3.028 -1.395
H 0.282 1.398 -2.151
H -0.386 -2.147 0.102
H -1.837 -1.701 1.156
*
```

Löwdin population analysis, charges in e, atoms 1 to 8:
1 C -0.0328
2 C -0.0425
3 C -0.0315
4 C 0.0198
5 C -0.1500
6 C -0.3504
7 N -0.0801
8 O 0.0238